Entry 1:
A molecular structure, C28H20F3N2OS3SbZr, computed with ωB97M-V/def2-TZVPD.

Summary:
- E_HOMO: -14.2 eV
- Energy relative to the best compared isomer or geometry (same formula, charge and spin): 63.6 kJ/mol
- Energy: -3044.6521 Ha
- Net charge: +2
- Frontier orbital gap: 6.55 eV

Cartesian coordinates (Å):
Zr: -0.499 -0.044 0.308
S: -0.892 -0.220 2.689
C: -2.539 -0.857 2.646
C: -3.379 -0.612 3.730
C: -4.675 -1.104 3.734
C: -5.534 -0.821 4.848
N: -6.212 -0.594 5.746
C: -5.141 -1.861 2.645
C: -4.301 -2.111 1.570
C: -3.003 -1.607 1.564
S: -1.991 -1.912 0.140
C: -6.486 -2.361 2.621
N: -7.569 -2.737 2.580
H: -3.024 -0.034 4.573
H: -4.660 -2.696 0.734
F: 2.551 4.538 0.993
C: 2.664 3.216 0.924
C: 1.770 2.432 1.631
C: 1.901 1.046 1.537
C: 2.883 0.457 0.728
C: 3.784 1.282 0.062
C: 3.690 2.665 0.171
Sb: 2.562 -1.608 0.287
C: 4.194 -1.863 -1.041
C: 5.450 -2.024 -0.453
C: 6.573 -2.187 -1.247
C: 6.412 -2.204 -2.621
F: 7.486 -2.362 -3.391
C: 5.177 -2.065 -3.227
C: 4.060 -1.892 -2.425
C: 1.185 -0.918 -1.308
C: 0.249 -1.812 -1.854
C: -0.673 -1.398 -2.815
C: -0.662 -0.073 -3.220
F: -1.564 0.342 -4.094
C: 0.266 0.842 -2.734
C: 1.188 0.412 -1.787
H: 1.045 2.903 2.283
H: 1.360 0.427 2.251
H: 4.558 0.847 -0.559
H: 4.392 3.322 -0.328
H: 5.569 -2.024 0.625
H: 7.559 -2.309 -0.821
H: 5.105 -2.094 -4.306
H: 3.091 -1.779 -2.896
H: 0.227 -2.845 -1.527
H: -1.401 -2.079 -3.237
H: 0.261 1.855 -3.115
H: 1.932 1.119 -1.439
C: -3.093 3.572 -0.941
S: -3.185 1.813 -0.717
C: -4.243 1.727 0.710
O: -1.766 1.457 -0.146
H: -2.795 4.054 -0.011
H: -4.092 3.889 -1.244
H: -2.391 3.784 -1.745
H: -5.222 2.105 0.408
H: -3.820 2.323 1.517
H: -4.331 0.678 0.990

Cartesian forces, eV/Å:
Zr -0.02 0.11 -0.15
S 0.06 -0.01 0.00
C -0.02 0.03 0.08
C 0.04 0.00 -0.03
C -0.02 0.02 -0.03
C -0.01 -0.08 0.02
N 0.00 0.05 -0.01
C 0.00 0.00 0.02
C 0.07 0.01 -0.04
C -0.07 -0.05 -0.05
S -0.19 -0.02 0.12
C -0.02 0.03 0.03
N 0.01 -0.02 -0.02
H -0.01 0.00 0.01
H -0.02 -0.01 0.01
F 0.01 0.00 0.00
C -0.02 -0.01 -0.03
C -0.05 0.07 0.03
C 0.07 0.00 0.00
C -0.16 0.01 0.07
C 0.03 0.02 0.00
C 0.01 -0.05 0.00
Sb 0.34 -0.11 -0.20
C -0.02 -0.04 0.15
C -0.02 -0.01 -0.06
C 0.00 0.00 0.01
C 0.04 0.00 0.00
F 0.00 0.00 0.01
C -0.04 0.01 -0.03
C 0.04 0.03 0.03
C 0.10 0.07 0.13
C 0.01 0.09 -0.05
C -0.01 0.00 0.02
C 0.04 0.01 -0.02
F 0.00 0.00 0.03
C -0.11 -0.08 -0.04
C 0.00 -0.05 -0.04
H -0.01 -0.03 0.01
H 0.01 -0.04 -0.02
H 0.01 0.02 -0.01
H 0.00 0.00 0.00
H 0.02 -0.01 0.00
H 0.00 0.00 0.00
H 0.00 0.00 0.00
H 0.01 -0.01 -0.03
H 0.00 0.00 0.02
H 0.00 0.00 0.00
H 0.04 0.01 0.02
H -0.02 -0.01 0.05
C -0.02 0.05 0.00
S -0.06 -0.03 0.01
C 0.02 -0.04 0.03
O -0.09 0.11 -0.07
H 0.00 -0.02 0.01
H 0.01 0.03 0.00
H 0.01 -0.04 0.00
H 0.00 0.02 -0.01
H 0.00 0.01 -0.01
H 0.00 0.00 0.00

=====

Entry 2:
A molecular structure, C28H21Br2N3O4S5Ta, computed with ωB97M-V/def2-TZVPD.

Summary:
- E_HOMO: -3.6 eV
- Energy relative to the best compared isomer or geometry (same formula, charge and spin): 175.4 kJ/mol
- Energy: -8740.9813 Ha
- Net charge: -1
- Frontier orbital gap: 5.26 eV

Cartesian coordinates (Å):
Ta: 0.017 0.472 0.041
S: -0.012 0.920 -2.328
S: -1.647 0.298 -3.491
S: -0.784 -0.585 -5.118
S: -0.317 -2.517 -4.723
C: -3.832 4.963 0.311
C: -2.828 4.740 -0.622
C: -2.295 3.471 -0.786
C: -2.788 2.427 -0.018
C: -3.799 2.633 0.908
C: -4.315 3.909 1.074
N: -2.243 1.110 -0.201
N: -3.119 0.249 -0.419
C: -2.603 -1.031 -0.619
C: -3.508 -2.034 -0.962
C: -3.023 -3.292 -1.246
C: -1.651 -3.522 -1.181
C: -0.769 -2.519 -0.808
C: -1.225 -1.233 -0.515
H: -4.237 5.958 0.443
H: -2.456 5.556 -1.228
H: -1.517 3.274 -1.513
H: -4.156 1.796 1.492
H: -5.097 4.080 1.803
H: -4.562 -1.794 -1.027
H: -3.695 -4.085 -1.547
H: -1.261 -4.497 -1.446
H: 0.291 -2.731 -0.789
Br: 2.889 -0.427 3.357
C: 3.523 -1.086 1.711
C: 4.844 -1.570 1.618
C: 5.316 -2.046 0.434
Br: 7.104 -2.685 0.365
C: 4.509 -2.069 -0.731
C: 4.911 -2.533 -2.006
C: 4.027 -2.492 -3.044
C: 2.725 -1.979 -2.834
N: 2.329 -1.541 -1.667
C: 3.189 -1.582 -0.626
C: 2.693 -1.082 0.620
O: 1.448 -0.636 0.680
H: 5.472 -1.555 2.497
H: 5.913 -2.918 -2.139
H: 4.304 -2.847 -4.028
H: 1.984 -1.960 -3.634
C: -1.963 -0.630 4.575
C: -1.990 0.669 4.096
C: -1.505 0.956 2.823
C: -0.992 -0.041 1.988
C: -0.973 -1.343 2.501
C: -1.445 -1.637 3.772
H: -2.338 -0.858 5.566
H: -2.382 1.469 4.713
H: -1.524 1.987 2.491
H: -0.578 -2.151 1.896
H: -1.410 -2.658 4.135
C: 2.905 1.945 -1.379
S: 1.106 3.273 0.115
O: 1.909 1.817 -0.355
O: 1.964 3.895 1.091
O: 0.024 2.411 0.805
H: 3.772 2.457 -0.963
H: 2.502 2.490 -2.233
H: 3.168 0.941 -1.697

Cartesian forces, eV/Å:
Ta -0.01 0.09 -0.08
S -0.05 -0.02 0.09
S 0.00 0.02 0.01
S -0.01 0.00 -0.02
S 0.00 -0.03 -0.01
C 0.00 0.01 0.00
C 0.00 0.00 0.00
C 0.00 0.00 0.00
C 0.03 -0.01 -0.03
C -0.01 0.01 0.00
C -0.01 -0.01 0.01
N 0.01 0.03 0.00
N 0.00 0.01 -0.01
C -0.03 -0.03 0.00
C 0.01 -0.01 0.00
C 0.00 0.01 0.00
C 0.00 -0.01 0.00
C 0.00 0.01 0.01
C 0.05 -0.05 0.02
H 0.00 0.00 0.00
H 0.00 0.00 0.00
H 0.00 0.00 0.00
H 0.00 0.00 0.00
H 0.00 0.00 0.00
H 0.00 0.00 0.00
H 0.00 0.00 0.00
H 0.00 0.00 0.00
H 0.00 0.00 0.00
Br 0.00 0.00 0.00
C 0.00 -0.01 -0.01
C 0.00 0.00 0.01
C 0.01 0.00 0.01
Br 0.01 0.00 0.00
C 0.00 0.00 -0.01
C 0.00 -0.01 0.01
C -0.01 0.01 0.00
C 0.02 -0.02 0.00
N -0.01 0.00 0.01
C 0.00 0.00 0.01
C 0.00 0.00 -0.03
O 0.04 -0.06 0.01
H 0.00 0.00 0.00
H 0.00 0.00 0.00
H 0.00 0.00 0.00
H 0.00 0.01 -0.01
C 0.00 -0.01 0.01
C 0.00 0.01 -0.01
C -0.01 -0.02 0.02
C 0.01 0.03 -0.04
C -0.01 0.04 0.01
C 0.00 0.00 -0.01
H 0.00 0.00 0.00
H 0.00 0.00 0.00
H 0.00 0.00 0.01
H 0.00 -0.01 0.00
H 0.00 0.00 0.00
C 0.01 0.02 -0.03
S 0.06 -0.01 -0.03
O -0.02 0.02 0.03
O -0.01 -0.01 0.01
O -0.07 -0.03 0.05
H 0.00 0.00 0.01
H 0.00 0.00 0.00
H 0.00 -0.01 0.00

=====

Entry 3:
2 unconnected molecules or ions with the total composition C28H21Cl4O4P at a distorted geometry, computed with ωB97M-V/def2-TZVPD.

Summary:
- E_HOMO: -7.2 eV
- Energy: -3562.5983 Ha
- Net charge: 0
- Frontier orbital gap: 4.49 eV
- SMILES: CCOC(=O)C=P(c1ccccc1)(c1ccccc1)c1ccccc1.O=C1C(=O)C(Cl)=C(Cl)C(Cl)=C1Cl

Cartesian coordinates (Å):
C: 2.331 4.168 -2.601
C: 1.371 3.029 -2.312
O: 2.020 1.891 -1.802
C: 1.082 0.920 -1.482
O: -0.141 1.106 -1.572
C: 1.604 -0.303 -1.082
P: 0.539 -1.696 -0.703
C: -0.449 -1.328 0.752
C: -1.817 -1.469 0.732
C: -2.555 -1.158 1.860
C: -1.913 -0.703 2.994
C: -0.539 -0.566 3.010
C: 0.196 -0.880 1.881
C: -0.491 -2.152 -2.106
C: -1.208 -3.326 -2.045
C: -1.980 -3.714 -3.126
C: -2.018 -2.929 -4.261
C: -1.303 -1.749 -4.312
C: -0.542 -1.358 -3.227
C: 1.655 -3.069 -0.396
C: 1.690 -3.737 0.806
C: 2.618 -4.744 1.001
C: 3.500 -5.072 -0.011
C: 3.452 -4.405 -1.220
C: 2.521 -3.399 -1.412
H: 1.865 4.977 -3.164
H: 2.726 4.596 -1.679
H: 3.181 3.812 -3.182
H: 0.602 3.316 -1.583
H: 0.838 2.706 -3.215
H: 2.662 -0.441 -1.044
H: -2.304 -1.802 -0.171
H: -3.628 -1.265 1.850
H: -2.487 -0.420 3.861
H: -0.041 -0.198 3.892
H: 1.269 -0.761 1.865
H: -1.170 -3.925 -1.149
H: -2.560 -4.623 -3.078
H: -2.616 -3.229 -5.104
H: -1.346 -1.125 -5.190
H: -0.012 -0.419 -3.233
H: 0.992 -3.471 1.583
H: 2.650 -5.276 1.938
H: 4.228 -5.851 0.140
H: 4.130 -4.668 -2.015
H: 2.461 -2.867 -2.351
O: -3.144 2.488 3.879
C: -2.507 3.510 3.695
C: -1.028 3.500 3.724
O: -0.410 2.472 3.939
C: -0.350 4.741 3.501
Cl: 1.373 4.740 3.541
C: -1.040 5.901 3.280
Cl: -0.174 7.372 3.032
C: -2.452 5.914 3.262
Cl: -3.287 7.406 3.009
C: -3.163 4.761 3.450
Cl: -4.883 4.772 3.348

Cartesian forces, eV/Å:
C 0.38 -0.32 0.22
C -0.84 0.79 -0.39
O -0.29 -0.68 0.41
C -0.75 -0.46 0.24
O 0.32 0.67 -0.10
C -0.16 -1.92 0.40
P 1.76 2.99 -0.79
C -0.04 -0.65 -0.77
C -0.48 -0.10 -0.03
C -0.15 -0.02 -0.05
C -0.20 0.09 0.13
C 0.34 0.00 0.02
C 0.31 0.19 0.53
C 0.11 -0.05 0.79
C -0.35 -0.45 -0.09
C -0.09 -0.26 0.20
C -0.10 0.02 -0.15
C 0.05 0.06 -0.01
C 0.15 0.55 -0.43
C -0.62 0.50 0.10
C -0.07 -0.22 0.39
C -0.03 -0.09 0.14
C 0.10 -0.12 0.09
C -0.05 0.13 -0.25
C 0.42 -0.23 -0.50
H -0.22 -0.16 0.04
H 0.01 -0.04 0.05
H 0.04 -0.04 -0.07
H 0.08 0.23 -0.29
H 0.02 0.36 0.01
H 0.45 -0.31 0.08
H -0.16 -0.04 -0.08
H -0.15 0.03 -0.02
H -0.09 0.01 0.15
H 0.04 0.06 0.08
H 0.14 0.09 0.05
H -0.03 -0.23 0.10
H -0.04 -0.15 0.00
H -0.12 -0.09 -0.15
H 0.00 0.09 -0.13
H 0.06 -0.01 -0.07
H -0.07 0.00 0.19
H 0.01 -0.05 0.14
H 0.10 -0.14 0.04
H 0.11 -0.03 -0.10
H 0.08 0.03 -0.11
O 0.69 0.57 -0.08
C -1.83 -1.90 0.30
C 1.79 -1.88 0.39
O -0.73 0.60 -0.07
C 0.84 2.37 -0.43
Cl -0.46 -0.20 0.00
C 2.68 -0.52 0.19
Cl -0.33 -0.32 0.04
C -2.67 -0.49 0.10
Cl 0.36 -0.42 0.03
C -0.76 2.34 -0.60
Cl 0.42 -0.20 0.14

=====

Entry 4:
A molecular structure, C28H21CrN2O5 at a distorted geometry, computed with ωB97M-V/def2-TZVPD.

Summary:
- E_HOMO (spin up / spin down): -9.4 / -11.1 eV
- Energy: -2609.3882 Ha
- Multiplicity: 3
- Net charge: +1
- Frontier orbital gap (spin up / spin down): 6.06 / 5.31 eV

Cartesian coordinates (Å):
C: 2.215 3.448 1.009
C: 1.607 2.220 0.384
O: 1.683 1.164 1.391
C: 1.305 -0.040 0.907
C: 1.317 -1.077 1.913
N: 1.455 -2.313 1.450
N: 1.482 -3.453 1.290
O: 0.926 -0.211 -0.250
H: 1.996 4.327 0.402
H: 1.831 3.614 2.021
H: 3.304 3.342 1.061
H: 0.551 2.381 0.125
H: 2.164 1.906 -0.510
H: 1.565 -0.837 2.952
O: -6.921 -3.610 -1.082
C: -5.821 -3.372 -1.386
Cr: -4.117 -2.664 -1.820
C: -4.351 -1.655 -0.242
O: -4.580 -1.035 0.717
C: -5.124 -1.283 -2.650
O: -5.873 -0.458 -2.992
C: -3.496 -3.884 -3.486
C: -3.478 -4.664 -2.320
C: -2.800 -4.212 -1.186
C: -2.068 -3.006 -1.210
C: -1.542 -2.447 0.030
C: -1.325 -1.992 1.143
C: -1.212 -1.459 2.435
C: -1.430 -0.027 2.594
C: -1.793 0.723 1.444
C: -2.146 2.063 1.536
C: -2.114 2.708 2.775
C: -1.645 2.021 3.899
C: -1.227 0.691 3.791
C: -1.140 -2.405 3.530
C: -0.694 -3.725 3.273
C: -0.363 -4.590 4.311
C: -0.635 -4.227 5.636
C: -1.237 -2.990 5.905
C: -1.518 -2.106 4.863
C: -2.102 -2.230 -2.385
C: -2.788 -2.674 -3.518
H: -4.075 -4.209 -4.355
H: -4.030 -5.603 -2.276
H: -2.841 -4.767 -0.245
H: -1.814 0.214 0.480
H: -2.450 2.586 0.631
H: -2.432 3.746 2.854
H: -1.598 2.521 4.870
H: -0.726 0.210 4.633
H: -0.590 -4.060 2.245
H: 0.109 -5.547 4.078
H: -0.391 -4.909 6.450
H: -1.485 -2.709 6.929
H: -2.053 -1.177 5.075
H: -1.596 -1.261 -2.369
H: -2.802 -2.054 -4.415

Cartesian forces, eV/Å:
C 0.32 0.11 0.14
C -0.03 0.10 0.21
O -0.27 -0.60 -0.74
C -0.69 0.71 -1.31
C 1.38 -0.35 -0.30
N 0.10 -2.99 0.96
N 0.18 3.92 -0.06
O 0.55 -0.02 1.02
H -0.01 -0.04 0.01
H 0.00 -0.02 -0.21
H -0.17 0.06 0.10
H 0.28 -0.20 0.04
H -0.30 0.02 0.28
H -0.07 -0.61 -0.44
O 3.59 0.46 -1.14
C -3.83 -0.53 1.64
Cr -2.07 0.96 -0.73
C -0.93 2.04 3.98
O 0.82 -2.00 -3.25
C -3.28 3.44 -1.14
O 2.76 -2.78 0.90
C 0.22 -1.02 -0.72
C 0.17 -0.70 -0.59
C 0.30 -0.91 1.26
C 0.95 1.04 1.29
C -0.02 -0.49 -0.29
C -0.70 -0.42 -0.90
C -0.92 0.02 0.15
C 0.31 0.81 -0.57
C -0.31 -0.05 0.34
C 0.21 -0.27 0.10
C -0.03 -0.13 0.05
C 0.18 -0.10 -0.15
C -0.17 0.03 -0.02
C -0.23 -0.78 0.50
C 0.17 0.10 0.34
C -0.31 0.12 0.03
C 0.15 0.22 -0.08
C -0.05 -0.15 -0.40
C 0.19 0.07 0.12
C 1.55 0.59 0.23
C -0.01 0.19 -0.44
H 0.23 0.13 0.37
H 0.08 0.32 -0.03
H 0.02 0.12 -0.46
H -0.08 0.23 0.26
H 0.05 0.01 0.25
H 0.07 -0.24 0.04
H 0.13 -0.13 -0.41
H -0.34 0.25 -0.24
H 0.19 0.12 0.25
H -0.32 0.22 0.13
H -0.04 0.21 -0.20
H -0.03 -0.14 -0.31
H 0.31 -0.45 -0.01
H -0.15 -0.37 -0.10
H -0.09 -0.15 0.28